The following is a DFT calculation (wB97M-V/def2-TZVPD) of a 11-piece molecular cluster, C27H33F8N3O30 overall at a distorted geometry.

Structure (XYZ):
```
101
C27H33F8N3O30 | OMol25 | wB97M-V/def2-TZVPD
C 1.74773 -3.21589 -1.25849
N 0.75171 -3.75903 -2.21928
O 0.67009 -3.17046 -3.29739
O 0.15484 -4.70273 -1.70635
H 1.24908 -3.13517 -0.29261
H 2.04569 -2.21546 -1.57228
H 2.61590 -3.87478 -1.24288
C -0.18752 0.07590 0.13446
N 0.47221 -0.79168 1.06908
O 1.29346 -0.21358 1.79794
O 0.08433 -1.94228 1.03323
H -1.23398 0.05494 0.43873
H 0.26211 -0.31044 -0.78024
H 0.29995 1.04990 0.17681
C -2.61484 -0.49055 -3.07159
N -2.49915 -1.78829 -2.30619
O -1.47243 -1.90175 -1.67161
O -3.45685 -2.57659 -2.24950
H -2.61903 0.33840 -2.36383
H -3.46161 -0.43382 -3.75559
H -1.72240 -0.46333 -3.69681
C -4.40176 -2.95107 1.68786
C -5.66040 -2.03543 1.97163
O -5.31069 -0.82507 1.25920
C -4.10619 -0.82382 0.72198
O -3.65074 0.15023 0.07965
O -3.42405 -2.05807 1.07433
F -5.77568 -1.74118 3.26078
H -4.75244 -3.64721 0.92594
H -4.04516 -3.65254 2.44210
H -6.49759 -2.63026 1.60640
C -1.75891 5.18988 -3.56835
C -2.25987 4.03218 -4.35330
O -1.73926 2.83576 -3.69137
C -1.35902 3.26510 -2.42783
O -1.07416 2.61294 -1.46595
O -1.85300 4.54001 -2.23872
F -1.83766 4.07851 -5.62039
H -2.40884 6.06039 -3.47938
H -0.69218 5.40879 -3.61585
H -3.34469 4.04430 -4.45877
C -0.32527 -6.27909 1.34427
C -0.88216 -4.88129 1.58216
O -0.68246 -4.87616 2.96367
C -0.67114 -6.14281 3.49267
O -0.75922 -6.43702 4.66642
O -0.71446 -7.03284 2.46733
F -2.13664 -4.94396 1.24101
H 0.74632 -6.07989 1.33284
H -0.69407 -6.62766 0.37961
H -0.43039 -4.17136 0.88933
C -0.09857 -1.58589 4.47089
C 0.49714 -1.00468 5.71930
O 0.48376 -2.00735 6.61412
C -0.41702 -2.88553 6.28331
O -0.80932 -3.77047 7.08840
O -0.94282 -2.61692 5.04700
F -0.27456 0.02620 6.03820
H 0.68923 -2.05162 3.87879
H -0.72765 -1.03719 3.76997
H 1.45531 -0.50438 5.57889
C 2.48066 3.25820 -1.24037
C 1.99835 3.77088 0.09122
O 1.59715 5.04387 -0.21211
C 1.41209 5.22323 -1.48680
O 0.91634 6.18749 -2.03023
O 1.87471 4.16225 -2.12303
F 2.95721 3.69902 1.04818
H 2.24619 2.19611 -1.31167
H 3.56912 3.30204 -1.27831
H 1.05673 3.28523 0.34733
C 5.71719 -0.63988 0.99383
C 4.48019 -0.59015 0.17650
O 4.84316 -0.23798 -1.09806
C 6.07520 0.00877 -1.14350
O 6.66586 0.16764 -2.24141
O 6.59801 0.03483 0.06888
F 3.77380 0.49947 0.50684
H 6.11110 -1.59837 1.33181
H 5.63685 -0.08455 1.92831
H 3.77472 -1.42086 0.19465
C 3.06574 0.23866 -3.86247
C 1.62027 -0.12030 -4.27382
O 1.31863 0.95389 -5.12311
C 2.15867 1.97621 -4.82379
O 2.00169 3.13398 -5.22757
O 3.06195 1.64843 -3.89443
F 0.88163 -0.14710 -3.11217
H 3.89214 -0.06672 -4.50426
H 3.13108 -0.14001 -2.84245
H 1.47156 -1.07658 -4.77533
C -1.63005 4.74045 1.23415
C -1.63501 3.43931 2.03822
O -2.10809 3.93434 3.28201
C -1.59019 5.13302 3.45715
O -1.52058 5.81785 4.50776
O -1.09312 5.57216 2.27598
F -0.51979 2.81218 2.08295
H -2.62416 5.12023 0.99832
H -1.10393 4.61023 0.28845
H -2.29578 2.67527 1.62868
```

Computed properties:
- HOMO-LUMO gap (spin up / spin down): 8.0 / 2.3 eV
- Relative energy (zero: lowest compared OMol25 entry of this formula, charge and spin): 2.2803 eV
- Highest occupied orbital energy (spin up / spin down): -12.530 / -12.530 eV
- Net charge: +1
- ⟨S²⟩: 0.76
- 2S+1: 2
- Molecular weight: 1031.54 g/mol

Löwdin population analysis, charges in e, atoms 1 to 8: number 1, C, carries 0.029; number 2, N, carries -0.402; number 3, O, carries 0.075; number 4, O, carries 0.066; number 5, H, carries 0.058; number 6, H, carries 0.077; number 7, H, carries 0.111; number 8, C, carries 0.032